This record from the Open Molecules 2025 dataset describes a 2-piece molecular cluster, C2H8N3OP overall at a distorted geometry. The level of theory is ωB97M-V/def2-TZVPD.

Each line ends with the Löwdin charge.
Atoms and positions in Å:
C  1.253  -0.846  -0.125  -0.17
C  0.394  -1.287  0.934  -0.32
N  1.756  -1.633  1.128  -0.01
N  -2.530  0.904  -0.052  -0.19
N  -0.699  1.115  -1.807  -0.07
O  -0.039  2.072  0.572  -0.33
P  -1.079  1.392  -0.237  0.47
H  1.345  -1.403  -0.995  0.08
H  1.407  0.175  -0.094  0.04
H  -0.095  -0.391  1.497  0.10
H  -0.268  -2.163  0.826  0.11
H  2.316  -1.011  1.776  0.11
H  -2.467  0.730  1.028  0.03
H  -1.276  0.504  -2.351  0.06
H  -0.019  1.843  -2.101  0.09

## Properties
total charge: 0
HOMO energy: -9.838 eV
Kohn-Sham gap: 10.1 eV
energy relative to the best compared isomer or geometry (same formula, charge and spin): 36.74 kcal/mol
LUMO level: 0.28 eV
M: 121.080 g/mol
multiplicity: 1
E: -661.8186 hartree